Here is a structure of composition C17H10Br2HgN3O3S from the Open Molecules 2025 dataset. Energies are from the ωB97M-V functional and the def2-TZVPD basis.

Structure (ORCA input):
```
! wB97M-V def2-TZVPD RIJCOSX def2/J DEFGRID3
* xyz 0 2
Hg -1.286 -0.901 -1.707
Br 3.280 4.380 -0.435
C 2.074 3.009 -0.877
C 2.516 1.708 -1.012
C 1.575 0.754 -1.353
N 0.283 1.025 -1.517
C -0.147 2.278 -1.344
C 0.734 3.309 -1.050
C -1.631 2.512 -1.386
C -2.201 3.734 -1.049
C -3.579 3.810 -0.960
Br -4.385 5.436 -0.468
C -4.362 2.698 -1.209
C -3.709 1.536 -1.579
N -2.385 1.455 -1.674
H 3.552 1.442 -0.865
H 1.872 -0.279 -1.489
H 0.403 4.332 -0.959
H -1.604 4.610 -0.849
H -5.438 2.731 -1.118
H -4.268 0.634 -1.797
O 1.704 -1.597 4.221
S 0.620 -2.343 3.641
O -0.121 -3.232 4.490
N -0.372 -1.360 2.818
C -0.290 -1.536 1.522
O -0.940 -0.860 0.674
C 0.678 -2.629 1.109
C 1.028 -3.066 -0.155
C 1.940 -4.110 -0.277
C 2.491 -4.701 0.855
C 2.144 -4.258 2.126
C 1.240 -3.221 2.221
H 0.600 -2.612 -1.042
H 2.218 -4.467 -1.261
H 3.203 -5.509 0.743
H 2.563 -4.711 3.015
*
```

Computed properties:
Relative energy (zero: lowest compared OMol25 entry of this formula, charge and spin) = 4.44 kcal/mol
Expectation value of S² = 0.7536
LUMO level (spin up / spin down) = -1.19 / -2.43 eV



Here is an isolated molecule of C9H8O2 in a non-equilibrium geometry from the Open Molecules 2025 dataset. Energies are from the ωB97M-V functional and the def2-TZVPD basis.

Structure (ORCA input):
```
! wB97M-V def2-TZVPD RIJCOSX def2/J DEFGRID3
* xyz 0 1
C -1.361 -1.888 -0.015
C -1.367 -0.575 -0.089
C -2.391 0.554 0.024
O -1.419 1.553 0.031
C -0.203 0.686 0.009
C 0.514 0.605 1.287
C 1.795 0.203 1.263
C 2.510 -0.101 -0.006
O 3.614 -0.621 0.027
C 1.847 0.282 -1.196
C 0.578 0.650 -1.272
H -0.699 -2.728 -0.041
H -2.402 -2.134 -0.006
H -2.884 0.473 -0.892
H -2.941 0.689 0.880
H 0.088 1.110 2.220
H 2.248 0.214 2.162
H 2.436 0.307 -2.211
H 0.038 0.717 -2.177
*
```

Computed properties:
Relative energy (zero: lowest compared OMol25 entry of this formula, charge and spin) = 103.75 kcal/mol
LUMO level = -0.30 eV



Here is a cluster of 2 separate species, C2H6N3S in total in a non-equilibrium geometry from the Open Molecules 2025 dataset. Energies are from the ωB97M-V functional and the def2-TZVPD basis.

Structure (ORCA input):
```
! wB97M-V def2-TZVPD RIJCOSX def2/J DEFGRID3
* xyz 1 1
C 1.048 -0.570 -0.127
C 1.234 0.961 -0.463
N -0.330 -0.802 0.126
N -1.037 0.161 0.088
N -3.019 -0.248 0.199
S -0.502 1.774 -0.224
H 1.238 -1.268 -1.049
H 1.657 -0.868 0.650
H 1.892 1.394 0.448
H 1.739 1.069 -1.440
H -3.160 -1.314 -0.074
H -2.958 -0.333 1.196
*
```

Computed properties:
Relative energy (zero: lowest compared OMol25 entry of this formula, charge and spin) = 130.12 kcal/mol
LUMO level (spin up / spin down) = -6.73 / -6.73 eV



Here is a structure of composition C19H12N4O4ReS in a non-equilibrium geometry from the Open Molecules 2025 dataset. Energies are from the ωB97M-V functional and the def2-TZVPD basis.

Structure (ORCA input):
```
! wB97M-V def2-TZVPD RIJCOSX def2/J DEFGRID3
* xyz 2 2
Re 0.686 0.226 -1.247
O 2.946 -2.969 -0.233
C 2.526 -2.060 -0.859
O 1.801 -1.030 -0.294
C 2.522 -1.914 -2.322
C 3.177 -2.700 -3.231
C 3.110 -2.339 -4.573
C 2.390 -1.211 -4.955
C 1.761 -0.488 -3.973
N 1.826 -0.839 -2.689
C 1.005 0.756 -4.137
O 0.683 1.279 -5.143
O 0.569 1.192 -2.894
H 3.736 -3.561 -2.886
H 3.630 -2.928 -5.318
H 2.323 -0.882 -5.984
N -1.552 0.723 2.481
C -1.243 -0.187 3.498
C -1.847 -0.101 4.744
C -1.511 -1.032 5.699
C -0.573 -2.046 5.425
C 0.030 -2.126 4.199
C -0.316 -1.181 3.213
S 0.467 -1.337 1.736
N -0.121 -0.069 0.799
C -1.035 0.764 1.266
C -1.489 1.815 0.338
C -2.419 2.759 0.672
C -2.782 3.715 -0.272
C -2.192 3.655 -1.506
C -1.257 2.668 -1.784
N -0.891 1.744 -0.872
H -2.243 1.424 2.701
H -2.564 0.685 4.960
H -1.976 -0.983 6.677
H -0.321 -2.767 6.192
H 0.763 -2.897 3.987
H -2.887 2.797 1.645
H -3.511 4.479 -0.032
H -2.433 4.365 -2.286
H -0.789 2.601 -2.743
*
```

Computed properties:
Relative energy (zero: lowest compared OMol25 entry of this formula, charge and spin) = 7.64 kcal/mol
Expectation value of S² = 0.7671
LUMO level (spin up / spin down) = -8.91 / -8.78 eV



Here is a structure of composition C4H13O9PPd in a non-equilibrium geometry from the Open Molecules 2025 dataset. Energies are from the ωB97M-V functional and the def2-TZVPD basis.

Structure (ORCA input):
```
! wB97M-V def2-TZVPD RIJCOSX def2/J DEFGRID3
* xyz -3 4
Pd 0.129 0.289 0.665
O -1.464 1.120 1.814
H -2.369 1.334 1.516
P 1.845 0.751 2.719
O 1.252 1.907 3.494
O 3.018 0.474 3.618
O 1.953 0.982 1.216
O 0.628 -0.183 2.914
C 0.128 2.362 -1.859
C 0.259 0.935 -2.414
O 1.034 0.067 -1.552
O -0.291 2.147 -0.493
H -0.616 2.990 -2.348
H 1.048 2.940 -1.763
H 0.692 0.889 -3.413
H -0.643 0.326 -2.463
H 1.948 0.040 -1.846
H -0.857 2.876 -0.230
C -1.649 -2.292 0.155
C -0.120 -2.621 -0.048
O 0.828 -1.783 0.471
O -1.699 -0.931 -0.221
H -1.894 -2.359 1.215
H -2.376 -2.894 -0.390
H 0.143 -2.727 -1.101
H 0.001 -3.616 0.378
H 1.684 -2.216 0.469
H -2.610 -0.809 -0.500
*
```

Computed properties:
Expectation value of S² = 3.7631
LUMO level (spin up / spin down) = 7.48 / 7.75 eV



Here is a structure of composition C37H36NO6PS4SbTi from the Open Molecules 2025 dataset. Energies are from the ωB97M-V functional and the def2-TZVPD basis.

Structure (ORCA input):
```
! wB97M-V def2-TZVPD RIJCOSX def2/J DEFGRID3
* xyz -2 2
Ti -0.643 0.087 -0.502
S 3.836 2.758 -3.368
Sb 2.694 1.931 -1.572
S 3.864 0.595 -0.099
S 0.684 0.884 -2.404
O -1.370 -1.429 -1.961
S -1.740 -2.441 -0.954
O -3.065 -2.976 -1.047
O -1.384 -1.784 0.329
C -0.648 -3.838 -1.130
C -1.263 -5.071 -1.336
C -0.499 -6.215 -1.477
C 0.885 -6.124 -1.410
C 1.484 -4.893 -1.207
C 0.738 -3.722 -1.063
P 1.617 -2.090 -0.850
C 2.578 -2.153 -2.406
C 1.881 -2.499 -3.566
C 2.490 -2.427 -4.808
C 3.806 -1.998 -4.915
C 4.500 -1.637 -3.772
C 3.893 -1.709 -2.524
C 2.701 -2.580 0.536
C 3.926 -3.234 0.447
C 4.636 -3.554 1.596
C 4.125 -3.231 2.845
C 2.902 -2.582 2.942
C 2.197 -2.249 1.795
H -2.342 -5.114 -1.380
H -0.983 -7.171 -1.638
H 1.499 -7.010 -1.520
H 2.563 -4.829 -1.164
H 0.841 -2.797 -3.506
H 1.923 -2.678 -5.696
H 4.277 -1.917 -5.887
H 5.513 -1.259 -3.843
H 4.422 -1.354 -1.651
H 4.342 -3.481 -0.523
H 5.598 -4.048 1.512
H 4.686 -3.472 3.740
H 2.502 -2.305 3.910
H 1.264 -1.703 1.876
C -0.259 3.828 -0.677
C -1.685 3.925 -1.210
C -1.880 3.272 -2.578
C -2.714 3.465 -0.193
C -3.539 4.443 0.354
C -4.550 4.139 1.246
C -4.758 2.811 1.566
C -3.956 1.790 1.063
C -4.354 0.379 1.443
C -3.410 -0.259 2.461
C -4.628 -0.471 0.203
C -2.869 2.113 0.205
N -1.962 1.164 -0.251
H 0.463 4.149 -1.434
H 0.000 2.809 -0.392
H -0.139 4.461 0.206
H -1.888 4.993 -1.353
H -1.755 2.193 -2.535
H -1.143 3.657 -3.288
H -2.882 3.496 -2.956
H -3.376 5.473 0.055
H -5.176 4.918 1.666
H -5.567 2.539 2.238
H -5.315 0.484 1.960
H -2.381 -0.293 2.129
H -3.721 -1.285 2.680
H -3.440 0.310 3.395
H -3.768 -0.492 -0.464
H -5.468 -0.048 -0.356
H -4.869 -1.501 0.472
O -1.200 2.495 4.032
C -0.163 3.102 3.414
C 0.070 4.449 3.677
C 1.170 5.078 3.116
C 2.046 4.380 2.292
C 1.783 3.054 1.989
C 0.671 2.416 2.523
C 0.320 1.003 2.181
O -0.160 0.275 3.052
O 0.512 0.624 0.958
H -1.080 1.532 3.887
H -0.613 4.973 4.333
H 1.351 6.125 3.333
H 2.913 4.868 1.866
H 2.441 2.485 1.343
*
```

Computed properties:
Relative energy (zero: lowest compared OMol25 entry of this formula, charge and spin) = 0.00 kcal/mol
Expectation value of S² = 0.7600
LUMO level (spin up / spin down) = 4.08 / 4.05 eV



Here is a structure of composition C15H23CsN7O3Se2 from the Open Molecules 2025 dataset. Energies are from the ωB97M-V functional and the def2-TZVPD basis.

Structure (ORCA input):
```
! wB97M-V def2-TZVPD RIJCOSX def2/J DEFGRID3
* xyz -1 1
Cs -0.421 2.014 -2.499
O 2.631 -2.592 -2.369
C 2.592 -1.984 -1.079
C 1.668 -2.708 -0.086
C 2.379 -3.970 0.378
O 1.535 -4.760 1.231
C 0.346 -3.103 -0.767
Se -0.531 -1.692 -1.856
C 1.381 -1.814 1.113
Se 2.953 -1.173 2.144
H 1.763 -2.400 -2.758
H 2.246 -0.951 -1.174
H 3.616 -1.972 -0.703
H 3.275 -3.659 0.921
H 2.675 -4.560 -0.496
H 2.066 -5.064 1.969
H -0.373 -3.433 -0.014
H 0.522 -3.949 -1.429
H 0.752 -2.373 1.807
H 0.804 -0.953 0.761
N 1.118 1.506 1.829
C -0.048 1.736 2.494
C -0.766 2.591 1.706
N -0.071 2.873 0.562
C 1.060 2.200 0.667
C 2.136 2.175 -0.316
N 2.249 2.990 -1.344
C 3.352 2.544 -2.030
C 3.907 1.472 -1.389
N 3.124 1.250 -0.294
H 1.837 0.793 2.094
H -0.257 1.276 3.444
H -1.737 3.022 1.896
H 3.684 3.028 -2.934
H 4.751 0.847 -1.621
H 3.253 0.501 0.423
C -4.738 1.380 1.553
N -4.350 1.418 0.168
C -4.490 2.589 -0.676
C -3.593 2.212 -1.869
O -3.373 2.929 -2.834
N -3.041 1.009 -1.634
C -3.419 0.615 -0.414
N -2.900 -0.450 0.156
H -5.722 1.834 1.664
H -4.031 1.908 2.202
H -4.818 0.347 1.893
H -4.095 3.489 -0.193
H -5.521 2.769 -0.984
H -2.205 -1.015 -0.388
H -3.180 -0.740 1.075
*
```

Computed properties:
Relative energy (zero: lowest compared OMol25 entry of this formula, charge and spin) = 3.00 kcal/mol
LUMO level = 1.91 eV



Here is a cluster of 5 separate species, C19H42ClNO6PS4 in total in a non-equilibrium geometry from the Open Molecules 2025 dataset. Energies are from the ωB97M-V functional and the def2-TZVPD basis.

Structure (ORCA input):
```
! wB97M-V def2-TZVPD RIJCOSX def2/J DEFGRID3
* xyz 0 2
C 1.682 -0.860 2.810
C 1.673 -1.036 1.596
C 1.180 -1.173 0.090
P 2.773 -1.088 -0.964
O 3.729 0.226 -0.479
Cl 3.935 -2.798 -0.443
C 0.205 0.045 -0.293
C -1.342 -0.237 -0.017
C -2.102 -0.407 -1.409
C -1.929 1.127 0.625
N -1.619 -1.305 0.979
O -1.391 -0.934 2.206
C -1.003 -2.611 0.631
C -1.971 -3.570 -0.242
C -0.673 -3.479 1.954
C 0.370 -2.518 -0.180
H 1.569 -0.554 3.886
H 4.633 -0.110 -0.267
H 0.312 0.172 -1.428
H 0.602 0.996 0.170
H -3.223 -0.385 -1.193
H -1.809 0.452 -2.100
H -1.778 -1.368 -1.909
H -1.234 1.515 1.445
H -2.948 0.919 1.064
H -1.951 1.962 -0.154
H -2.563 -4.175 0.528
H -1.361 -4.313 -0.833
H -2.735 -3.001 -0.841
H 0.370 -3.294 2.345
H -0.676 -4.563 1.585
H -1.485 -3.416 2.732
H 1.007 -3.456 -0.048
H 0.095 -2.511 -1.293
C 0.346 4.650 1.877
S 1.295 3.310 2.619
O 0.491 2.060 2.472
C 1.112 3.873 4.323
H 0.295 4.482 0.801
H -0.664 4.665 2.288
H 0.843 5.602 2.069
H 0.054 3.936 4.582
H 1.586 4.849 4.437
H 1.604 3.153 4.978
C -4.174 5.537 1.540
S -3.157 6.651 0.551
O -1.764 6.566 1.077
C -3.881 8.177 1.185
H -3.865 4.512 1.332
H -4.036 5.749 2.601
H -5.223 5.660 1.265
H -3.761 8.224 2.268
H -4.939 8.214 0.921
H -3.365 9.020 0.726
C -3.771 -1.533 -4.519
S -4.540 -3.005 -3.816
O -3.482 -3.753 -3.077
C -4.798 -3.848 -5.390
H -3.487 -0.869 -3.702
H -2.881 -1.811 -5.085
H -4.485 -1.022 -5.167
H -3.843 -3.982 -5.902
H -5.478 -3.262 -6.010
H -5.241 -4.824 -5.190
C 9.421 -3.677 -1.390
S 7.815 -2.858 -1.322
O 8.045 -1.458 -0.862
C 7.190 -3.795 0.088
H 10.007 -3.220 -2.187
H 9.943 -3.553 -0.439
H 9.281 -4.737 -1.606
H 7.852 -3.664 0.946
H 7.123 -4.851 -0.177
H 6.196 -3.422 0.338
*
```

Computed properties:
Expectation value of S² = 0.7542
LUMO level (spin up / spin down) = 0.54 / 0.54 eV



Here is a structure of composition C30H31AsCrN4O4S3 from the Open Molecules 2025 dataset. Energies are from the ωB97M-V functional and the def2-TZVPD basis.

Structure (ORCA input):
```
! wB97M-V def2-TZVPD RIJCOSX def2/J DEFGRID3
* xyz -1 2
Cr -0.104 -0.531 -0.729
C 2.407 -2.952 1.871
O 2.981 -3.629 0.749
C 2.141 -3.976 -0.268
C 2.165 -5.288 -0.697
C 1.428 -5.696 -1.805
C 0.693 -4.760 -2.501
C 0.652 -3.430 -2.079
C -0.062 -2.465 -2.911
N -0.321 -1.283 -2.546
N -0.978 -0.446 -3.459
C -1.363 0.624 -2.836
O -1.137 0.862 -1.570
C -2.129 1.638 -3.610
C -2.408 1.451 -4.960
C -3.143 2.400 -5.655
C -3.608 3.539 -5.005
C -3.327 3.728 -3.658
C -2.589 2.777 -2.962
C 1.338 -3.030 -0.919
O 1.324 -1.777 -0.472
H 3.236 -2.755 2.548
H 1.668 -3.585 2.365
H 1.920 -2.026 1.580
H 2.776 -5.988 -0.140
H 1.429 -6.736 -2.109
H 0.127 -5.048 -3.381
H -0.392 -2.769 -3.902
H -2.048 0.554 -5.445
H -3.358 2.253 -6.707
H -4.196 4.273 -5.546
H -3.684 4.614 -3.147
H -2.368 2.902 -1.910
S -2.127 -1.648 -0.309
C -2.200 -2.106 1.383
S -0.772 -2.417 2.246
C -3.463 -2.235 1.965
C -4.674 -1.950 1.243
N -5.661 -1.720 0.688
C -3.611 -2.572 3.352
N -3.763 -2.813 4.471
C 0.567 2.736 0.799
As -0.010 0.929 1.275
C -1.797 1.378 1.879
C 1.008 0.731 2.944
C 0.682 1.760 3.981
C -0.413 1.571 4.827
C -0.722 2.505 5.807
C 0.064 3.642 5.966
C 1.157 3.839 5.131
C 1.460 2.903 4.148
H 0.411 3.426 1.625
H -0.011 3.055 -0.070
H 1.620 2.724 0.516
H -1.779 2.243 2.538
H -2.247 0.527 2.385
H -2.382 1.598 0.986
H 2.058 0.772 2.654
H 0.784 -0.267 3.302
H -1.017 0.676 4.715
H -1.575 2.338 6.455
H -0.172 4.367 6.736
H 1.780 4.718 5.250
H 2.317 3.060 3.500
C 3.419 0.784 -3.292
S 2.675 -0.288 -2.076
C 4.067 -0.327 -0.959
O 1.652 0.647 -1.417
H 4.243 0.260 -3.783
H 3.757 1.701 -2.807
H 2.634 1.011 -4.015
H 4.963 -0.628 -1.506
H 3.836 -1.054 -0.178
H 4.168 0.679 -0.541
*
```

Computed properties:
Relative energy (zero: lowest compared OMol25 entry of this formula, charge and spin) = 18.20 kcal/mol
Expectation value of S² = 0.7654
LUMO level (spin up / spin down) = 1.75 / 1.75 eV



Here is a cluster of 2 separate species, C8H11NO4 in total in a non-equilibrium geometry from the Open Molecules 2025 dataset. Energies are from the ωB97M-V functional and the def2-TZVPD basis.

Structure (ORCA input):
```
! wB97M-V def2-TZVPD RIJCOSX def2/J DEFGRID3
* xyz 0 1
O -1.155 0.839 -2.219
N -0.220 0.100 -1.852
O 0.183 -0.819 -2.813
C 0.450 0.190 -0.766
C 1.554 -0.660 -0.547
C 2.410 -0.303 0.349
C 2.072 0.580 1.450
C 0.887 1.241 1.496
C 0.039 1.309 0.225
C -1.387 0.899 0.663
O -2.067 1.948 1.403
H -0.233 -0.482 -3.701
H 1.954 -1.367 -1.230
H 3.208 -0.941 0.556
H 2.646 0.505 2.404
H 0.656 1.847 2.384
H -0.060 2.296 -0.276
H -1.102 -0.050 1.227
H -1.971 0.619 -0.204
H -2.804 1.597 1.950
C -1.325 -2.361 -0.136
O -2.476 -2.166 -0.205
H -0.612 -1.952 0.696
H -0.644 -2.870 -0.857
*
```

Computed properties:
Relative energy (zero: lowest compared OMol25 entry of this formula, charge and spin) = 136.50 kcal/mol
LUMO level = -0.10 eV



Here is a structure of composition C21H23NO in a non-equilibrium geometry from the Open Molecules 2025 dataset. Energies are from the ωB97M-V functional and the def2-TZVPD basis.

Structure (ORCA input):
```
! wB97M-V def2-TZVPD RIJCOSX def2/J DEFGRID3
* xyz 0 1
C -3.196 0.229 1.667
C -3.020 1.507 2.424
C -2.110 2.337 2.042
C -1.193 2.067 0.832
C -1.387 1.060 -0.002
C -2.349 -0.036 0.435
H -2.429 -1.007 -0.112
H -0.938 0.686 -0.881
C -0.121 2.933 0.325
H 0.311 2.697 -0.562
H -0.547 3.798 0.384
C 1.022 2.777 1.260
N 1.769 1.667 1.512
H 1.492 0.871 0.777
C 1.108 0.832 2.629
C 1.779 -0.800 2.698
C 1.061 -1.520 1.762
O 1.316 -1.250 0.407
C 0.390 -1.725 -0.565
C -0.366 -2.889 -0.462
C -1.104 -3.214 -1.721
C -0.811 -2.955 -2.880
C 0.050 -1.813 -3.008
C 0.447 -1.327 -4.266
C 1.046 -0.081 -4.566
C 1.971 0.363 -3.272
C 1.926 -0.092 -2.111
C 0.661 -1.265 -1.886
H 2.424 0.063 -1.249
H 2.805 1.100 -3.405
H 1.389 0.251 -5.434
H -0.188 -1.445 -5.265
H -1.397 -3.129 -3.696
H -1.694 -3.974 -1.543
H -0.552 -3.186 0.425
H 1.029 -2.754 1.958
H -0.273 -1.357 1.827
H 2.846 -0.882 2.560
H 1.549 -1.169 3.690
H 0.021 0.534 2.716
H 1.645 1.218 3.757
H 0.936 2.932 2.390
H 2.005 3.402 0.927
H -1.664 3.224 2.435
H -3.665 1.617 3.044
H -3.997 -0.295 2.003
*
```

Computed properties:
Relative energy (zero: lowest compared OMol25 entry of this formula, charge and spin) = 341.25 kcal/mol
LUMO level = 0.10 eV



- What is the formula in the fifth record?
  C4H13O9PPd